DFT (wB97M-V/def2-TZVPD) results for C21H21FN2O4 in the gas phase.

The value obtained for the total energy is -36006.137 eV. For the HOMO energy, the calculation gives -8.17 eV. As for the total charge: 0. Its spin multiplicity is 1. Its SMILES is O=C(c1ccc2c(c1)OCCO2)C1CCN(C(=O)Nc2ccc(F)cc2)CC1. The value obtained for the energy above the lowest of the compared OMol25 structures with the same formula, charge and spin is 1.408 eV.

Each line ends with the Mulliken charge.
Element x y z (Å)
1 O -0.1726 2.1329 -1.6969  -0.66
2 C -1.0054 1.4758 -1.1120  -0.02
3 C -2.1147 2.1229 -0.3718  0.50
4 C -3.0578 1.4400 0.4000  -0.32
5 C -4.0409 2.1331 1.0727  -1.26
6 C -4.1252 3.5191 0.9836  0.65
7 C -3.2133 4.2116 0.1750  0.53
8 C -2.2139 3.5103 -0.4750  -0.87
9 O -3.2855 5.5674 0.0044  -0.45
10 C -4.5186 6.1164 0.4133  -0.45
11 C -4.9187 5.5555 1.7765  -0.45
12 O -5.0977 4.1566 1.6953  -0.46
13 C -0.9211 -0.0455 -1.0827  0.42
14 C -0.1829 -0.4650 0.1985  -0.44
15 C -0.0095 -1.9869 0.2031  -1.16
16 N 0.7261 -2.4164 -0.9609  0.12
17 C 2.0219 -2.8490 -1.0378  0.73
18 O 2.4959 -3.2397 -2.0850  -0.71
19 N 2.7210 -2.8267 0.1524  0.04
20 C 3.9923 -3.3367 0.4070  0.50
21 C 4.5591 -3.0660 1.6535  -0.53
22 C 5.8061 -3.5573 1.9854  -0.58
23 C 6.4865 -4.3254 1.0590  0.32
24 F 7.7083 -4.8112 1.3790  -0.33
25 C 5.9475 -4.6078 -0.1821  -0.67
26 C 4.6989 -4.1142 -0.5084  -0.29
27 C 0.0400 -2.0862 -2.1946  -1.21
28 C -0.1544 -0.5741 -2.2981  -0.73
29 H -3.0305 0.3673 0.4982  0.42
30 H -4.7643 1.6215 1.6875  0.43
31 H -1.5017 4.0476 -1.0813  0.51
32 H -5.2986 5.8730 -0.3212  0.29
33 H -4.3785 7.1971 0.4548  0.34
34 H -4.1329 5.7864 2.5081  0.29
35 H -5.8690 5.9697 2.1154  0.34
36 H -1.9259 -0.4762 -1.0815  0.33
37 H 0.7972 0.0170 0.2140  0.30
38 H -0.7353 -0.1471 1.0843  0.47
39 H -1.0007 -2.4579 0.1565  0.34
40 H 0.4613 -2.3268 1.1263  0.50
41 H 2.3346 -2.2943 0.9159  0.07
42 H 4.0173 -2.4646 2.3705  0.30
43 H 6.2500 -3.3516 2.9464  0.41
44 H 6.5035 -5.2091 -0.8835  0.42
45 H 4.2676 -4.3173 -1.4735  0.47
46 H -0.9303 -2.5960 -2.2088  0.38
47 H 0.6472 -2.4560 -3.0210  0.46
48 H 0.8176 -0.0814 -2.3492  0.24
49 H -0.6998 -0.3351 -3.2117  0.49